Entry a
A single C5H6BrNO2 molecule, computed with ωB97M-V with the def2-TZVPD basis set.

## Properties
- lowest unoccupied orbital energy (eV) = -1.00
- Kohn-Sham gap (eV) = 8.4

Geometry as XYZ:
```
15
Properties=species:S:1:pos:R:3:nbo_charge:R:1
C 1.5911 -1.1351 -0.0026 0.02
C 2.0132 0.2674 -0.2442 0.00
C 0.1528 -1.2566 -0.1886 -0.43
C 0.7244 1.1020 -0.1713 -0.48
C -0.2709 0.1379 0.4103 -0.38
N 2.4824 -2.1635 0.0265 0.48
O 3.6768 -1.8725 0.0746 -0.40
O 2.0139 -3.3131 0.0618 -0.40
Br 3.6883 0.9598 -0.0911 0.23
H -0.1210 -1.2632 -1.2025 0.21
H -0.3277 -2.0011 0.4346 0.24
H 0.9324 2.0500 0.3374 0.24
H 0.5799 1.4865 -1.2782 0.23
H -1.3443 0.2868 0.1907 0.23
H 0.0228 -0.0618 1.5018 0.22
```

=====

Entry b
2 unconnected molecules or ions with the total composition C5H6BrNO2, computed with ωB97M-V with the def2-TZVPD basis set.

## Properties
- lowest unoccupied orbital energy (eV) = 0.64
- Kohn-Sham gap (eV) = 9.1

Geometry as XYZ:
```
15
Properties=species:S:1:pos:R:3:nbo_charge:R:1
C 1.6090 -1.5155 0.2998 0.23
C 1.3988 1.6181 0.0018 0.85
C 2.4226 -0.3492 0.2370 -0.13
C 0.8533 -2.5124 -0.4362 -0.68
C -0.7268 2.5277 0.3068 -0.27
N 2.0251 -1.1066 1.4320 -0.31
O 2.0519 2.5577 -0.3061 -0.57
O 0.1640 1.3883 0.2636 -0.51
Br 4.2052 -0.2332 -0.4118 0.05
H 0.0086 -2.0260 -0.9252 0.25
H 0.4940 -3.2982 0.2265 0.24
H 1.4908 -2.9360 -1.2119 0.25
H -0.8359 2.8403 1.3452 0.20
H -1.6857 2.2003 -0.0924 0.20
H -0.3146 3.3394 -0.2933 0.21
```

=====

The structure with the least stability is entry a.

=====

Entry a
A molecular structure, C4H10N4, computed with ωB97M-V with the def2-TZVPD basis set.

## Properties
- lowest unoccupied orbital energy (eV) = 0.57
- Kohn-Sham gap (eV) = 8.7

Geometry as XYZ:
```
18
Properties=species:S:1:pos:R:3:nbo_charge:R:1
C -2.6910 0.9410 0.2849 -0.65
C -2.1696 -0.5725 -0.3236 -0.27
C 0.0251 -1.4265 0.2416 0.29
C 2.1889 -0.3077 -0.0233 0.30
H -3.9765 1.3356 -0.1700 0.21
H -1.8856 1.7716 -0.0891 0.22
H -2.9575 0.7723 1.6366 0.22
H -2.8412 -0.4646 -1.3880 0.20
H -2.6897 -1.5493 0.0409 0.20
H -0.5459 -2.0677 0.9605 0.16
H 3.2649 -0.3688 -0.2404 0.18
H 2.5857 1.8590 0.2277 0.40
H 0.1023 0.9641 -0.3488 0.39
H 0.6346 2.5532 -0.3151 0.32
N -0.6559 -0.6329 -0.3655 -0.53
N 1.3965 -1.3572 0.1833 -0.58
N 1.9286 0.9677 -0.2006 -0.40
N 0.7863 1.5065 0.1840 -0.67
```

=====

Entry b
A single C4H10N4 molecule, computed with ωB97M-V with the def2-TZVPD basis set.

## Properties
- lowest unoccupied orbital energy (eV) = 1.04
- Kohn-Sham gap (eV) = 9.3

Geometry as XYZ:
```
18
Properties=species:S:1:pos:R:3:nbo_charge:R:1
C -2.2021 -0.4806 -0.6480 -0.44
C 1.6675 -1.6223 0.5318 -0.68
N -1.4545 -0.0990 0.5398 -0.47
C 0.5916 0.8831 -0.1276 0.30
C 1.1305 -0.4632 -0.1705 0.26
N 1.3778 2.0746 -0.0239 -0.84
N 0.8120 -0.0009 -1.3112 -0.39
N -0.7154 1.1011 0.4063 -0.48
H -2.0915 0.0320 1.3239 0.35
H 2.1903 2.0234 -0.6259 0.37
H 1.6738 2.2345 0.9327 0.37
H -1.2050 1.8197 -0.1338 0.34
H -1.4947 -0.6542 -1.4595 0.22
H -2.7365 -1.4041 -0.4349 0.20
H -2.9217 0.2872 -0.9672 0.16
H 2.0028 -2.3828 -0.1716 0.23
H 0.8805 -2.0300 1.1660 0.25
H 2.4944 -1.3186 1.1737 0.24
```

=====

Entry c
A molecular structure, C4H10N4, computed with ωB97M-V with the def2-TZVPD basis set.

## Properties
- lowest unoccupied orbital energy (eV) = 0.91
- Kohn-Sham gap (eV) = 8.8

Geometry as XYZ:
```
18
Properties=species:S:1:pos:R:3:nbo_charge:R:1
C -1.1946 -1.6844 0.4913 -0.70
C 0.6292 0.1068 -0.2028 0.16
C -0.4167 1.2633 0.8287 0.44
C -0.2163 -0.8314 -0.1821 0.26
N 0.7875 -1.6933 -1.6300 -0.99
N 1.6496 0.7599 -0.8326 -0.86
N -0.3618 2.5092 0.2632 -0.85
N -0.9270 0.9661 1.9422 -0.79
H 2.5902 0.4354 -0.6363 0.40
H 1.5248 0.7149 -1.8451 0.40
H 1.5293 -2.2403 -1.1989 0.33
H 0.1021 -2.3711 -1.9552 0.34
H -0.5208 3.3102 0.8627 0.37
H 0.3207 2.6960 -0.4538 0.40
H -1.1770 1.7616 2.5363 0.34
H -1.4835 -1.2158 1.4317 0.29
H -2.0811 -1.8283 -0.1278 0.23
H -0.7547 -2.6587 0.7085 0.24
```

=====

The structure with the least stability is entry a.

=====

Entry a
A molecular structure, C4H10N4, computed with ωB97M-V with the def2-TZVPD basis set.

## Properties
- lowest unoccupied orbital energy (alpha / beta) (eV) = -0.38 / -0.38
- Kohn-Sham gap (alpha / beta) (eV) = 7.1 / 7.1

Geometry as XYZ:
```
18
Properties=species:S:1:pos:R:3:nbo_charge:R:1
C -0.6785 -0.4403 0.2611 0.41
C -0.7053 1.3860 0.5358 -0.16
C 1.7747 -0.0827 -1.0157 -0.68
N -0.0101 2.0604 -0.3725 -0.80
N -1.1028 -0.8295 -0.9681 -0.80
N -1.2513 -1.1204 1.2854 -0.79
C 1.2952 -0.5558 0.4025 0.22
N 1.6658 -0.9775 1.4222 -0.40
H 0.8765 2.3905 -0.0048 0.33
H -1.6666 -2.0283 1.1104 0.38
H -1.9922 -1.3095 -1.0608 0.38
H -0.8653 -0.2130 -1.7285 0.41
H -0.8022 -1.0264 2.1827 0.41
H -0.4272 1.4225 1.5965 0.17
H -1.7887 1.4201 0.3878 0.19
H 1.1636 0.6470 -1.5378 0.27
H 1.7157 -1.0109 -1.5826 0.23
H 2.7989 0.2677 -0.9135 0.24
```

=====

Entry b
A single C4H10N4 molecule, computed with ωB97M-V with the def2-TZVPD basis set.

## Properties
- lowest unoccupied orbital energy (eV) = 0.63
- Kohn-Sham gap (eV) = 9.8

Geometry as XYZ:
```
18
Properties=species:S:1:pos:R:3:nbo_charge:R:1
C -1.4368 0.8879 1.0266 -0.25
C 0.1754 1.0317 0.8009 -0.04
C 0.9665 0.1957 0.0910 -0.20
C 0.5707 -0.8334 -0.8515 0.41
H -1.3874 0.7083 -0.8262 0.38
H -1.2832 2.2472 -0.7741 0.31
H -1.8962 -0.1622 1.2880 0.21
H -1.7803 1.7333 1.8655 0.19
H 0.3682 1.9368 0.7068 0.17
H 0.6563 -0.7992 1.7361 0.36
H 1.6279 0.9434 -0.3249 0.21
H 2.2614 -1.9633 -0.1280 0.41
H 0.9958 -2.8422 -1.1596 0.39
H 0.2023 -1.7721 -2.2561 0.32
N -2.0336 1.3949 -0.2319 -0.81
N 1.1010 0.1487 1.4092 -0.56
N 1.2559 -2.0800 -0.6251 -0.86
N -0.3639 -0.7757 -1.7466 -0.64
```

=====

Entry c
A single C4H10N4 molecule, computed with ωB97M-V with the def2-TZVPD basis set.

## Properties
- lowest unoccupied orbital energy (eV) = 0.86
- Kohn-Sham gap (eV) = 9.7

Geometry as XYZ:
```
18
Properties=species:S:1:pos:R:3:nbo_charge:R:1
C -2.3081 0.4913 0.8470 -0.44
C -0.3283 -1.2462 -0.5912 0.11
C 0.3997 -0.8538 0.7489 -0.57
C 1.8542 -0.7238 0.3302 0.00
H -1.7143 -0.0568 1.5681 0.19
H -2.5487 1.4771 1.3147 0.21
H -3.1753 -0.1465 0.8356 0.19
H -2.3072 1.0149 -1.0724 0.37
H 0.1343 -2.1445 -1.2116 0.21
H 0.3535 -1.6735 1.4251 0.24
H -0.1013 -0.0548 1.2664 0.24
H 2.6051 -1.5243 0.5528 0.20
H 0.4946 1.2581 -0.2296 0.37
H 1.8488 2.1711 -0.9339 0.37
N -1.5894 0.6867 -0.3938 -0.50
N -1.3720 -0.5862 -1.0353 -0.30
N 2.3654 0.3616 -0.0808 -0.21
N 1.5539 1.4914 -0.1365 -0.68
```

=====

The structure with the least stability is entry b.

=====

Entry a
A single CH4P2S molecule, computed with ωB97M-V with the def2-TZVPD basis set.

## Properties
- lowest unoccupied orbital energy (eV) = -0.97
- Kohn-Sham gap (eV) = 6.9

Geometry as XYZ:
```
8
Properties=species:S:1:pos:R:3:nbo_charge:R:1
C 0.5273 1.5342 -0.2863 -0.65
P 0.5057 -0.3324 0.2430 0.56
P -1.1627 -1.6364 -0.0443 -0.29
S -0.7708 2.4593 -0.1087 0.15
H 1.4153 2.0470 -0.8826 0.23
H 0.7758 -0.0175 1.5289 -0.01
H 1.8293 -0.6435 -0.3553 0.01
H -1.5561 -0.9182 1.1993 -0.01
```

=====

Entry b
A single CH4P2S molecule, computed with ωB97M-V with the def2-TZVPD basis set.

## Properties
- lowest unoccupied orbital energy (eV) = 0.65
- Kohn-Sham gap (eV) = 9.5

Geometry as XYZ:
```
8
Properties=species:S:1:pos:R:3:nbo_charge:R:1
C -0.8015 -0.3603 -1.0381 -0.96
P 0.5540 -0.0189 1.7453 0.16
P -0.0286 1.0285 -0.0285 0.44
S 1.9520 0.1705 0.2612 -0.35
H -0.7241 -1.4256 -0.5973 0.24
H -0.1682 -0.6118 -1.8340 0.25
H -1.8376 0.0313 -1.1137 0.24
H 1.0540 1.1863 2.6052 -0.02
```

=====

Entry c
A single CH4P2S molecule, computed with ωB97M-V with the def2-TZVPD basis set.

## Properties
- lowest unoccupied orbital energy (eV) = -1.29
- Kohn-Sham gap (eV) = 7.1

Geometry as XYZ:
```
8
Properties=species:S:1:pos:R:3:nbo_charge:R:1
C 1.1763 -0.1068 0.2250 -0.62
P -0.5099 -0.7598 -0.9893 0.61
P 0.7218 0.8558 1.4832 0.56
S -2.5219 -1.2586 -1.1528 -0.54
H -0.0215 -1.9981 -1.5144 0.01
H -0.3110 -0.1005 -2.1676 -0.01
H 1.6944 1.5702 2.0257 -0.02
H -0.2282 1.7977 2.0902 0.03
```

=====

The structure with the least stability is entry c.